1.
Density functional theory data (the ωB97M-V functional and the def2-TZVPD basis) for 2 unconnected molecules or ions with the total composition C23H31ClFN6O2PS2.

```
! RIJCOSX wB97M-V def2-TZVPD def2/J DEFGRID3
* xyz 0 1
C -3.7254 -0.3784 0.4492
C -2.7816 -1.3104 -0.2562
N -2.8473 -1.6518 -1.4735
C -1.6912 -1.9166 0.6014
C -0.2442 -1.6574 0.2115
C 0.7521 -2.5440 0.5558
P 0.1946 -4.0794 1.4325
N 0.7422 -5.2903 0.3175
O 1.3482 -4.1763 2.6220
C 2.1248 -2.3017 0.2106
C 3.3149 -3.1266 0.6314
C 4.1976 -2.3937 1.6623
C 3.4326 -1.8941 2.8874
S 4.1073 -0.3855 3.6742
C 3.5215 0.8842 2.5314
S 4.3384 1.2224 1.1847
N 2.3178 1.5587 2.8490
C 2.1907 1.9780 4.2594
C 0.9302 1.4401 4.9178
O -0.2513 1.7326 4.1911
C -0.0935 1.6680 2.7792
C 1.1174 0.8685 2.3661
C 2.4048 -1.2032 -0.5388
F 3.6600 -0.9708 -0.9248
C 1.4362 -0.2652 -0.9054
N 1.8088 0.8417 -1.6093
C 0.8848 1.7213 -1.8431
C -0.4435 1.5381 -1.3475
Cl -1.6008 2.7911 -1.6442
N -0.8211 0.4967 -0.6969
C 0.1116 -0.4779 -0.4822
H -4.1498 -0.8800 1.3226
H -3.1498 0.4687 0.8317
H -4.5157 -0.0333 -0.2131
H -3.6325 -1.1968 -1.9363
H -1.8672 -2.9924 0.5582
H -1.8155 -1.6476 1.6545
H 1.5552 -5.7778 0.6783
H 1.0127 -4.8884 -0.5742
H 0.9990 -4.7713 3.2968
H 3.9307 -3.3175 -0.2508
H 3.0227 -4.0800 1.0483
H 4.9624 -3.0921 2.0106
H 4.7255 -1.5597 1.2010
H 2.3864 -1.6993 2.6745
H 3.4568 -2.6120 3.7054
H 2.1782 3.0714 4.2924
H 3.0460 1.6509 4.8518
H 1.0335 0.3616 5.0860
H 0.8251 1.9142 5.8946
H -0.0081 2.6840 2.3767
H -0.9974 1.2256 2.3515
H 1.1544 0.8488 1.2754
H 1.0405 -0.1665 2.7201
H 1.1352 2.6160 -2.4024
C -3.1263 2.8444 -4.8880
C -3.3329 4.0024 -5.8569
C -4.7387 4.0275 -6.4663
C -5.0127 2.8376 -7.2710
N -5.2214 1.8945 -7.8904
H -3.2438 1.8832 -5.3909
H -2.1261 2.8773 -4.4627
H -3.8438 2.8866 -4.0661
H -2.5921 3.9522 -6.6566
H -3.1737 4.9493 -5.3376
H -4.8624 4.9059 -7.1014
H -5.4907 4.0943 -5.6780
*
```

LUMO   -0.8 eV
Highest occupied orbital energy   -0.3058 hartree

=====

2.
Density functional theory data (the ωB97M-V functional and the def2-TZVPD basis) for C5H6FN3O2 in the gas phase.

```
! RIJCOSX wB97M-V def2-TZVPD def2/J DEFGRID3
* xyz 0 1
C -1.2094 1.5184 0.4281
C -1.9364 0.4186 0.9843
C -0.0209 1.3398 -0.1430
C -0.5676 -1.2712 0.1132
C 0.5564 -0.3741 -0.3291
N -1.6281 -0.7917 0.8776
N 0.8454 -0.4605 -1.6830
N 1.7472 -0.3124 0.6448
O 2.7395 -0.9813 0.4595
O 1.5940 0.4783 1.5913
F 0.6394 2.2696 -0.8317
H -1.5026 2.5619 0.4858
H -2.8586 0.5251 1.5432
H -1.0037 -1.8709 -0.6620
H -0.1168 -2.1297 0.7214
H 1.5548 0.3000 -2.0180
H 1.1671 -1.2198 -2.1824
*
```

LUMO   0.1 eV
Highest occupied orbital energy   -0.3496 hartree
ΔE to the lowest compared entry with this formula, charge and spin   3.834 eV

=====

3.
Density functional theory data (the ωB97M-V functional and the def2-TZVPD basis) for a gas-phase ion, C11H14NS (charge +1).

```
! RIJCOSX wB97M-V def2-TZVPD def2/J DEFGRID3
* xyz 1 1
C 2.2769 -1.9561 0.3493
C 2.5651 -0.9211 -0.7925
C 2.0078 0.5332 -0.7892
C 1.1353 0.9923 0.4019
C 0.4672 2.4672 0.5085
C -0.8170 2.4620 -0.5108
C -1.3426 0.9430 -0.6911
N -2.0077 0.2812 0.2832
C -2.4072 -1.1460 0.0185
C -1.4593 -1.7213 -1.1761
S -1.1756 -0.1740 -2.1558
C 0.8939 -0.0452 1.5493
C 1.4293 -1.4938 1.5578
H 2.6550 -3.0288 0.3353
H 3.2135 -1.2815 -1.6531
H 2.2577 1.2342 -1.6588
H 1.2181 3.2885 0.2594
H 0.0606 2.5695 1.5816
H -0.5084 2.8302 -1.5572
H -1.6959 3.0646 -0.0764
H -2.1689 0.7660 1.1867
H -3.5100 -1.2831 -0.2539
H -2.0072 -1.7623 0.9112
H -1.9948 -2.6071 -1.6644
H -0.4620 -2.1945 -0.8337
H 0.2311 0.3292 2.4130
H 1.1451 -2.1465 2.4574
*
```

LUMO   -4.2 eV
Highest occupied orbital energy   -0.4427 hartree
ΔE to the lowest compared entry with this formula, charge and spin   3.558 eV

=====

4.
Density functional theory data (the ωB97M-V functional and the def2-TZVPD basis) for a molecular structure, C45H48CsN5O2P2S2.

```
! RIJCOSX wB97M-V def2-TZVPD def2/J DEFGRID3
* xyz -2 1
Cs -0.2671 0.6833 0.9955
O -2.0000 2.0043 -0.4584
C -1.8534 2.8219 -1.4270
C -2.9258 3.1033 -2.3310
C -2.7529 3.8333 -3.4818
C -1.4975 4.3487 -3.8136
C -0.4552 4.1605 -2.9262
C -0.6091 3.4872 -1.7123
C 0.5317 3.4917 -0.7926
N 0.5792 3.6780 0.4686
C -0.6171 3.9252 1.2394
C -0.2787 3.8696 2.7248
N -0.1463 2.5033 3.1760
C -0.2606 2.2763 4.4193
C -0.1741 0.9954 5.0923
C -0.3257 1.0045 6.4851
C -0.3392 -0.1450 7.2457
C -0.2195 -1.3742 6.5838
C -0.0477 -1.4253 5.2239
C 0.0344 -0.2520 4.3994
O 0.2829 -0.3410 3.1576
H -3.8890 2.6656 -2.0873
H -3.5924 3.9905 -4.1530
H -1.3412 4.8884 -4.7391
H 0.5219 4.5707 -3.1655
H 1.5129 3.4068 -1.2693
H -1.4089 3.1988 1.0190
H -1.0067 4.9220 0.9940
H -1.0413 4.4106 3.3091
H 0.6738 4.3944 2.8700
H -0.4699 3.1185 5.1076
H -0.4378 1.9680 6.9759
H -0.4518 -0.0993 8.3221
H -0.2582 -2.2957 7.1575
H 0.0478 -2.3760 4.7124
C -6.2634 0.1497 -1.2626
C -5.5434 0.8980 -0.3397
C -4.4369 0.3585 0.2865
C -4.0740 -0.9622 0.0223
C -4.7918 -1.7140 -0.9090
C -5.8738 -1.1493 -1.5600
N -2.9299 -1.4601 0.6425
N -2.9701 -2.6068 1.0818
C -1.7460 -3.0658 1.5805
C -1.7284 -3.7300 2.8078
C -0.5191 -4.2025 3.2744
C 0.6195 -4.0192 2.5003
C 0.4880 -3.3632 1.2860
N -0.6649 -2.8971 0.8260
H -7.1108 0.5886 -1.7751
H -5.8293 1.9215 -0.1338
H -3.8363 0.9357 0.9739
H -4.4447 -2.7126 -1.1412
H -6.4196 -1.7246 -2.2974
H -2.6426 -3.8091 3.3806
H -0.4577 -4.7055 4.2314
H 1.5869 -4.3633 2.8400
H 1.3513 -3.1977 0.6490
S 2.4258 1.0808 -5.6254
P 1.4518 -0.1827 -4.4533
S 1.7370 -0.1337 -2.5036
C -0.3370 -0.1250 -4.8792
C -0.6744 -0.3145 -6.2197
C -2.0008 -0.3042 -6.6136
C -3.0016 -0.1003 -5.6682
C -2.6662 0.1024 -4.3395
C -1.3333 0.0958 -3.9415
C 1.8209 -1.9130 -4.9923
C 0.9097 -2.9407 -4.7624
C 1.2224 -4.2440 -5.1183
C 2.4537 -4.5360 -5.6903
C 3.3717 -3.5171 -5.9044
C 3.0550 -2.2113 -5.5565
H 0.1221 -0.4667 -6.9385
H -2.2566 -0.4500 -7.6576
H -4.0417 -0.0959 -5.9754
H -3.4393 0.2774 -3.6021
H -1.0718 0.2471 -2.8999
H -0.0433 -2.7119 -4.3007
H 0.5049 -5.0386 -4.9460
H 2.6948 -5.5555 -5.9706
H 4.3355 -3.7411 -6.3485
H 3.7480 -1.3962 -5.7306
C 4.4316 -1.7994 3.9572
C 3.0373 -1.5936 3.3681
P 2.7367 -0.1555 2.2167
C 3.0941 1.2193 3.4111
C 3.2635 2.5825 2.7389
C 4.3879 -0.1971 1.3206
C 4.3685 0.6403 0.0403
H 4.4287 -2.6742 4.6147
H 4.7477 -0.9431 4.5547
H 5.1794 -1.9675 3.1814
H 2.3135 -1.4785 4.1749
H 2.7424 -2.4866 2.8075
H 3.9820 0.9766 4.0028
H 2.2385 1.2441 4.0880
H 4.2366 2.6560 2.2497
H 3.2016 3.3853 3.4794
H 2.4848 2.7550 1.9935
H 4.5655 -1.2438 1.0496
H 5.2073 0.1207 1.9764
H 3.5545 0.3272 -0.6100
H 5.3012 0.5262 -0.5184
H 4.2292 1.7003 0.2550
*
```

LUMO   3.6 eV
Highest occupied orbital energy   -0.0784 hartree
ΔE to the lowest compared entry with this formula, charge and spin   2.008 eV

=====

5.
Density functional theory data (the ωB97M-V functional and the def2-TZVPD basis) for a molecular structure, C28H31N3O4.

```
! RIJCOSX wB97M-V def2-TZVPD def2/J DEFGRID3
* xyz 0 1
C 4.5117 4.0551 -0.3399
C 3.0925 3.5987 -0.4729
C 1.9048 4.2027 -0.2078
C 0.9548 3.3820 -0.3187
C 1.6993 2.2213 -0.7304
O 2.9090 2.4049 -0.6001
C 0.9585 1.0421 -0.8079
N 0.8149 -0.0802 0.2556
C 1.0299 -1.3966 0.1817
O 1.2890 -1.7892 -0.9500
C 0.7515 -2.2971 1.5468
C 1.8849 -1.8382 2.5449
C 3.2554 -1.1861 2.1322
N 3.5991 -0.9729 3.4678
C 2.8962 -1.2246 4.4077
C 2.9036 -0.8803 5.9323
C 1.8859 -1.1387 6.5618
C 0.6531 -1.6831 6.1140
C 0.4468 -2.0695 4.6235
C 1.5119 -1.6038 3.9691
H -0.3205 -2.3762 4.2901
H -0.2611 -1.9888 6.9165
H 1.8201 -1.2307 7.7542
H 3.7434 -0.5450 6.3993
H 4.6864 -0.8725 3.5050
H 3.5718 -1.1723 1.2575
H -0.0739 -1.9762 1.7556
H 0.9702 -3.3291 1.1396
C 0.0342 0.7342 1.4994
C -1.4566 0.8582 1.0871
C -2.4087 -0.2604 0.8068
C -3.4419 0.5260 0.4931
C -3.2729 1.8804 0.6699
O -1.8372 2.1055 0.9942
H -3.7394 2.8508 0.5747
H -4.6692 0.0582 0.2963
H -2.1621 -1.3212 0.6896
H 0.2780 1.7908 1.6652
H 0.1864 0.0313 2.3375
H 1.6213 0.2576 -1.3348
C -0.4586 1.0935 -1.7681
O -1.1545 2.0233 -1.5974
N -0.5855 -0.1893 -2.2542
H 0.0709 -0.8998 -2.1850
C -1.7334 -0.5401 -3.1004
C -1.4040 -0.6818 -4.7774
C -2.5961 -0.8373 -5.5947
C -3.4461 -1.9594 -5.1169
C -3.8648 -1.9552 -3.5784
C -2.6523 -1.6211 -2.4934
H -2.0507 -2.5713 -2.6471
H -2.9728 -1.4351 -1.6575
H -4.5249 -2.7575 -3.3405
H -4.5473 -0.7962 -3.5618
H -2.9506 -2.8952 -5.0758
H -4.5255 -2.1805 -5.5275
H -2.1724 -1.1642 -6.5566
H -3.1834 -0.0123 -5.4389
H -0.8184 -1.6814 -4.6155
H -1.0346 0.3086 -4.9994
H -2.3100 0.4911 -3.2557
H -0.1787 3.6374 -0.1607
H 1.9580 5.2753 0.1091
H 5.0533 3.9631 -1.1601
H 4.6978 5.1513 -0.0734
H 5.1631 3.4668 0.3206
*
```

LUMO   0.3 eV
Highest occupied orbital energy   -0.2794 hartree
ΔE to the lowest compared entry with this formula, charge and spin   22.139 eV

=====

6.
Density functional theory data (the ωB97M-V functional and the def2-TZVPD basis) for a molecular structure, CH2F3OY.

```
! RIJCOSX wB97M-V def2-TZVPD def2/J DEFGRID3
* xyz 0 1
H -0.3722 -0.4325 0.2169
Y 2.7983 -0.0765 -0.8147
O 1.1732 -1.4294 -0.1126
H 1.0293 -2.3489 -0.3442
C -0.8907 0.7700 0.1799
F -2.1920 0.3835 0.1199
F -0.6970 1.2973 1.4117
F -0.8488 1.8364 -0.6569
*
```

LUMO   -0.3 eV
Highest occupied orbital energy   -0.2506 hartree
ΔE to the lowest compared entry with this formula, charge and spin   0.000 eV